1.
The following is a quantum chemistry calculation of a single C21H25FN2O4S molecule, from the OMol25 dataset.

## Properties
HOMO energy ... -8.964 eV
Orbital gap ... 9.5 eV
Multiplicity ... 1
Calculated total energy ... -1723.7640 hartree

Geometry (Å):
C: -3.39350 -2.46200 -2.24626
C: -2.85635 -1.11841 -1.86442
C: -3.67195 -0.21291 -1.19107
C: -3.18418 1.01888 -0.79692
C: -1.87309 1.34840 -1.07956
S: -1.21492 2.92492 -0.55855
O: -2.16922 3.58608 0.28591
O: -0.74151 3.61654 -1.72318
N: 0.15797 2.46468 0.33011
C: 1.30630 3.33399 0.17469
C: 2.61783 2.55137 0.23358
O: 3.62775 2.99361 0.73695
N: 2.53905 1.35213 -0.37395
C: 3.60354 0.38241 -0.35997
C: 3.19494 -0.85506 0.45233
C: 4.27380 -1.95265 0.43953
C: 3.48579 -3.22188 0.11108
C: 2.33337 -2.65523 -0.71435
O: 2.00925 -1.42578 -0.09883
C: -0.15282 2.14532 1.71672
C: -1.11595 0.99528 1.79209
C: -2.38959 1.17320 2.31552
C: -3.28941 0.12249 2.35841
C: -2.89630 -1.10678 1.86551
F: -3.77671 -2.13296 1.87452
C: -1.62988 -1.31686 1.35282
C: -0.74091 -0.25942 1.32270
C: -1.05878 0.48462 -1.78369
C: -1.55000 -0.75045 -2.16743
H: -4.24779 -2.35293 -2.91251
H: -3.73409 -2.99282 -1.35849
H: -2.63684 -3.06107 -2.74535
H: -4.69337 -0.48379 -0.96865
H: -3.79545 1.73124 -0.26675
H: 1.33528 4.13045 0.92859
H: 1.22325 3.79870 -0.81163
H: 1.62257 1.02257 -0.64253
H: 3.83417 0.08308 -1.38834
H: 4.47816 0.85974 0.08690
H: 2.94684 -0.53897 1.47347
H: 4.79558 -2.01757 1.39068
H: 5.00382 -1.74413 -0.34339
H: 4.07077 -3.95694 -0.43559
H: 3.09898 -3.67763 1.02268
H: 1.43608 -3.27534 -0.70543
H: 2.64662 -2.49123 -1.75580
H: 0.78925 1.87885 2.20654
H: -0.57906 3.02316 2.21985
H: -2.68665 2.14605 2.67467
H: -4.28310 0.24936 2.75766
H: -1.35124 -2.29059 0.98349
H: 0.24807 -0.41711 0.92219
H: -0.05446 0.78936 -2.03135
H: -0.91190 -1.43597 -2.70522

2.
The following is a quantum chemistry calculation of C21H25IrN8OS2 as an isolated structure, from the OMol25 dataset.

## Properties
HOMO energy (alpha / beta) ... -13.241 / -13.114 eV
Charge ... +2
Orbital gap (alpha / beta) ... 5.3 / 5.5 eV
Multiplicity ... 1
Calculated total energy ... -2228.8032 hartree

Geometry (Å):
Ir: 1.63448 -0.46988 -0.59780
N: 4.74288 2.65972 -0.38730
C: 3.69118 1.84572 -0.46130
S: 3.92858 0.10782 -0.36740
N: 2.48428 2.31352 -0.62100
N: 1.47828 1.49252 -0.73200
C: 0.19018 1.97862 -0.68910
C: -0.10712 3.35532 -0.36110
C: 0.56708 4.42512 -0.96370
C: 0.18888 5.72272 -0.68800
C: -0.82922 5.98462 0.22340
C: -1.47162 4.92982 0.86200
C: -1.12222 3.62822 0.57300
C: -0.81172 1.02852 -0.96200
C: -2.15312 1.36802 -1.26430
C: -3.04202 0.37942 -1.58910
C: -2.60402 -0.95678 -1.61410
C: -1.28152 -1.23168 -1.34260
N: -0.39582 -0.28478 -1.03040
H: 5.66198 2.29372 -0.20310
H: 4.61018 3.65852 -0.39820
H: 1.33538 4.22812 -1.69390
H: 0.67748 6.54082 -1.19340
H: -1.11452 7.00202 0.44480
H: -2.23512 5.12392 1.60010
H: -1.57192 2.80182 1.10140
H: -2.42972 2.41192 -1.27290
H: -4.05952 0.62102 -1.85130
H: -3.28432 -1.75248 -1.86690
H: -0.91442 -2.24948 -1.37410
C: 3.70388 -5.62868 -1.25080
N: 2.70048 -4.64908 -0.88570
C: 2.78388 -3.33358 -1.09900
N: 3.81768 -2.85848 -1.79710
O: 1.86288 -2.58828 -0.65570
H: 3.30388 -6.62018 -1.06210
H: 4.61258 -5.49798 -0.65930
H: 3.94568 -5.56558 -2.31240
H: 1.92898 -4.96018 -0.31870
H: 4.53928 -3.46648 -2.14320
H: 3.91908 -1.86458 -1.92270
C: -2.33182 -3.81748 1.75500
C: -2.09582 -2.36038 1.86290
C: -3.08562 -1.40448 1.88260
C: -2.72932 -0.04708 1.98050
N: -1.44922 0.31412 1.98540
C: -0.50772 -0.59538 1.96620
S: 1.14868 -0.16658 1.99200
N: -0.81352 -1.93038 1.94010
C: -3.74022 1.02502 2.09200
H: -3.39462 -4.03538 1.73350
H: -1.88272 -4.34258 2.59790
H: -1.87752 -4.20478 0.84230
H: -4.12022 -1.69318 1.84860
H: -0.04912 -2.59698 1.98290
H: -4.73262 0.61312 2.24000
H: -3.74302 1.64712 1.19800
H: -3.47682 1.67202 2.92690

3.
The following is a quantum chemistry calculation of a 2-piece molecular cluster, C21H25N2O2 overall, from the OMol25 dataset.

## Properties
HOMO energy ... -11.073 eV
Charge ... +1
Orbital gap ... 6.3 eV
Multiplicity ... 1
Calculated total energy ... -1074.9472 hartree

Geometry (Å):
C: 7.06815 3.48433 -1.02404
O: 6.45492 2.15860 -1.02730
C: 5.10757 1.98983 -1.03137
C: 4.61750 0.65622 -1.02122
C: 3.25894 0.41951 -0.97381
C: 2.32006 1.47941 -0.93324
C: 0.90226 1.22813 -0.83450
O: 0.20572 2.39200 -0.73487
C: -1.17271 2.37233 -0.74370
C: -1.87666 1.15391 -0.71710
C: -3.29331 1.23246 -0.81634
C: -3.91629 2.46669 -0.95318
C: -3.17684 3.65739 -0.98313
C: -1.79126 3.61866 -0.89848
C: -1.13844 -0.05056 -0.68083
C: 0.24965 0.00982 -0.73340
C: 2.82896 2.79578 -0.98824
C: 4.18961 3.06348 -1.02486
H: 8.13624 3.24873 -1.02343
H: 6.80559 4.06261 -1.92608
H: 6.80550 4.06220 -0.12153
H: 5.35140 -0.15510 -1.04974
H: 2.89518 -0.60445 -0.99239
H: -3.83995 0.28242 -0.79016
H: -4.99914 2.49805 -1.04736
H: -3.69189 4.60966 -1.09880
H: -1.18681 4.51758 -0.99087
H: -1.66653 -0.98780 -0.80931
H: 0.86524 -0.87465 -0.69559
H: 2.15649 3.64324 -1.02314
H: 4.53941 4.10173 -1.05249
N: -0.13215 -3.87253 -0.00629
C: -1.24717 -4.50353 0.69690
C: -1.85337 -3.50567 1.66839
C: -3.09925 -3.98090 2.44020
C: -3.93241 -2.70642 2.63719
C: -3.39460 -1.67713 1.62114
N: -2.26852 -2.32211 0.93649
H: 0.62153 -3.71968 0.65715
H: 0.21895 -4.52115 -0.70576
H: -1.99710 -4.77834 -0.05537
H: -0.94655 -5.39133 1.27785
H: -1.03654 -3.26205 2.38320
H: -3.63002 -4.72919 1.83444
H: -2.81145 -4.47898 3.37705
H: -4.99578 -2.89234 2.52039
H: -3.79862 -2.31720 3.64839
H: -4.18075 -1.39609 0.90208
H: -3.08398 -0.73862 2.11432
H: -1.44078 -1.73896 0.79271

4.
The following is a quantum chemistry calculation of a single C21H25N3O2 molecule, from the OMol25 dataset.

## Properties
HOMO energy ... -8.760 eV
Orbital gap ... 9.6 eV
Multiplicity ... 1
Calculated total energy ... -1129.9839 hartree

Geometry (Å):
C: 1.30117 6.29298 2.81885
C: 1.34248 4.95262 2.09624
C: 2.64686 4.20607 2.36704
C: 2.71255 2.86883 1.62796
N: 1.68180 1.95082 2.05922
C: 0.59939 1.68718 1.29047
O: 0.48235 2.00309 0.12300
N: -0.43750 1.05011 1.97221
N: -1.39968 0.45060 1.13605
C: -1.53999 -0.90558 1.21286
O: -1.06890 -1.53066 2.14495
C: -2.34014 -1.49024 0.10413
C: -2.55120 -2.97244 0.11991
C: -1.56501 -2.39552 -0.85789
C: -1.92330 -2.36132 -2.30415
C: -3.22842 -2.11767 -2.72588
C: -3.54870 -2.10557 -4.07068
C: -2.57322 -2.33912 -5.02440
C: -1.27427 -2.58833 -4.61823
C: -0.95229 -2.60001 -3.27327
C: -0.10632 -2.54091 -0.55274
C: 0.73549 -1.44007 -0.67809
C: 2.07598 -1.54302 -0.35656
C: 2.59418 -2.75065 0.08049
C: 1.76714 -3.85532 0.18508
C: 0.42320 -3.75131 -0.12870
H: 2.12116 6.92872 2.49191
H: 0.36568 6.80761 2.61455
H: 1.38669 6.15145 3.89438
H: 0.49801 4.34006 2.41964
H: 1.23853 5.11117 1.02135
H: 2.75237 4.03106 3.44135
H: 3.49121 4.81860 2.04573
H: 3.68965 2.40059 1.78693
H: 2.55993 3.02007 0.55732
H: 1.63399 1.74672 3.04497
H: -0.19949 0.38723 2.70819
H: -1.46773 0.94356 0.25165
H: -3.08819 -0.83136 -0.31483
H: -3.48033 -3.37243 -0.25578
H: -2.15375 -3.48731 0.98227
H: -4.01206 -1.93598 -2.00518
H: -4.56748 -1.91285 -4.37457
H: -2.82470 -2.32850 -6.07445
H: -0.50393 -2.77580 -5.35187
H: 0.06506 -2.80025 -2.97236
H: 0.34146 -0.49629 -1.02792
H: 2.71246 -0.67451 -0.44411
H: 3.64055 -2.83056 0.33682
H: 2.16798 -4.80125 0.51919
H: -0.22073 -4.61433 -0.04305